# 1
{
  "formula": "C4H5NO",
  "method": "ωB97M-V/def2-TZVPD",
  "fmax_ev_per_a": 1.94,
  "lumo_ev": 0.9,
  "smiles": "C#CCNC=O",
  "species": ["C", "H", "C", "C", "H", "C", "N", "H", "H", "O", "H"],
  "coordinates": [[0.024, -0.967, -0.135], [1.790, 0.259, -0.607], [-2.046, 0.196, -1.379], [-1.112, -0.308, -0.790], [-2.799, 0.701, -1.926], [0.996, 0.870, 1.234], [1.080, -0.001, 0.129], [0.427, -1.747, -0.761], [0.091, 0.641, 1.936], [1.782, 1.761, 1.445], [-0.233, -1.406, 0.853]],
  "forces_ev_per_a": [[0.2, 0.8, 0.7], [-1.3, -0.5, 1.3], [1.6, -0.6, 0.9], [-1.6, 0.1, -0.9], [-0.2, 0.0, 0.0], [-0.5, -0.9, -0.5], [1.2, 1.4, 0.6], [0.0, -0.3, -0.2], [1.3, 0.2, -1.1], [-0.4, -0.3, 0.0], [-0.2, 0.1, -0.7]]
}

# 2
{
  "formula": "C4H5NO",
  "method": "ωB97M-V/def2-TZVPD",
  "fmax_ev_per_a": 0.82,
  "lumo_ev": 1.0,
  "smiles": "O=C1CN2C[C@@H]12",
  "species": ["C", "C", "H", "C", "O", "H", "H", "N", "H", "H", "C"],
  "coordinates": [[1.261, 0.108, -0.386], [0.485, 0.102, 0.884], [-1.115, -0.439, -1.609], [-1.007, -0.500, -0.517], [-1.522, 1.568, 0.987], [1.010, 0.881, -1.117], [2.302, -0.198, -0.379], [0.335, -0.980, -0.119], [-1.768, -1.194, -0.141], [0.891, -0.067, 1.876], [-0.856, 0.689, 0.522]],
  "forces_ev_per_a": [[0.2, 0.0, -0.2], [0.1, 0.1, 0.3], [-0.1, 0.5, 0.3], [-0.2, 0.0, 0.0], [0.1, -0.6, -0.5], [0.0, -0.3, 0.0], [-0.2, 0.1, 0.2], [0.1, -0.3, -0.1], [0.1, 0.2, 0.0], [0.0, 0.2, -0.2], [-0.1, 0.0, 0.1]]
}

# 3
{
  "formula": "C6H18O3S3Sn",
  "method": "ωB97M-V/def2-TZVPD",
  "fmax_ev_per_a": 14.97,
  "lumo_ev": -6.8,
  "charge": 2,
  "species": ["H", "C", "H", "H", "C", "H", "Sn", "O", "H", "C", "C", "H", "H", "S", "H", "H", "H", "H", "S", "H", "S", "H", "O", "C", "H", "H", "O", "H", "C", "H", "H"],
  "coordinates": [[-3.955, -1.881, -0.593], [-1.344, -3.841, 1.146], [3.918, 0.960, 1.186], [3.425, 1.233, -0.460], [1.498, -0.768, 2.422], [-0.889, 3.904, 0.408], [-0.842, 0.006, -0.906], [0.592, 1.340, -0.937], [-1.631, 3.203, -1.068], [0.881, 3.163, -2.882], [-0.768, 3.730, -0.661], [-1.621, -4.617, 0.433], [-0.299, -3.945, 1.439], [1.553, 0.560, 1.103], [-1.943, -3.983, 2.045], [-4.023, -3.023, 0.803], [0.623, -1.380, 2.640], [1.885, 2.893, -3.210], [0.829, 2.809, -1.045], [2.157, -1.625, 2.279], [-1.835, -2.149, 0.613], [-0.842, 4.741, -1.063], [-0.863, -1.751, -0.496], [-3.443, -2.678, -0.053], [-3.338, -3.541, -0.710], [0.026, 2.720, -3.392], [0.588, -0.123, 0.100], [1.033, 4.209, -3.150], [3.279, 0.571, 0.394], [1.754, -0.274, 3.359], [3.597, -0.462, 0.255]],
  "forces_ev_per_a": [[0.1, 0.1, 0.3], [-0.3, 0.3, 0.4], [-0.2, 0.2, 0.3], [-0.6, -0.2, 0.0], [1.5, 0.0, 0.6], [0.2, -0.6, 0.1], [-9.8, 6.7, -7.1], [2.5, 7.5, -4.8], [0.2, -0.3, 0.1], [1.0, 0.5, 0.8], [0.0, -0.3, 0.1], [0.1, 0.3, -0.3], [0.0, 0.5, -0.2], [-0.2, -1.4, 0.8], [-0.1, 0.0, 0.1], [0.0, 0.3, 0.2], [-1.1, 1.2, -0.8], [-0.2, -1.3, -0.1], [-0.6, 5.2, -2.4], [0.9, 0.6, -0.5], [-1.0, -2.5, 1.5], [0.8, -0.1, -0.5], [-0.5, -8.7, 0.5], [0.2, -0.2, -0.5], [0.3, 0.1, -0.1], [0.3, -0.1, 0.0], [7.9, -7.4, 10.3], [-1.0, 0.5, 0.7], [-0.3, -0.9, 1.1], [0.2, 0.0, -0.1], [-0.1, 0.1, -0.5]]
}

# 4
{
  "formula": "C19H13BrCl3FeIN4O4",
  "method": "ωB97M-V/def2-TZVPD",
  "fmax_ev_per_a": 1.93,
  "s_squared": 0.79,
  "lumo_ev": [-4.8, -4.9],
  "charge": 1,
  "spin_multiplicity": 2,
  "species": ["H", "O", "C", "C", "C", "C", "O", "Br", "H", "C", "H", "H", "N", "C", "C", "C", "H", "C", "C", "C", "C", "H", "C", "H", "I", "O", "H", "H", "H", "H", "C", "Cl", "C", "N", "N", "C", "Fe", "C", "Cl", "N", "H", "H", "Cl", "C", "O", "C"],
  "coordinates": [[-1.582, -1.693, 2.229], [-0.333, 0.629, -2.860], [1.338, 3.020, 2.212], [-1.184, -1.575, 0.127], [3.798, -1.287, -0.114], [1.011, -1.357, -0.498], [1.447, -1.547, -2.769], [-0.545, 4.739, 3.446], [0.792, -1.370, 2.863], [-1.071, 1.591, -2.577], [0.048, 2.551, 5.322], [0.112, 2.931, -3.510], [2.870, -0.199, 3.142], [0.568, 3.231, 3.354], [1.456, -1.249, 0.807], [2.135, 1.899, 2.125], [-1.295, 3.610, -2.740], [1.949, -1.446, -1.638], [0.624, 2.351, 4.430], [2.159, 0.972, 3.186], [-4.150, -2.812, -2.624], [1.494, 0.537, 5.181], [1.426, 1.231, 4.353], [-2.165, 0.665, -1.028], [-3.223, 3.091, -0.900], [-1.765, -3.296, -2.552], [-2.218, -1.689, -0.173], [4.857, -1.252, 0.106], [-3.089, 0.951, -2.488], [1.319, 3.743, 1.408], [-2.650, -2.463, -2.756], [-4.717, -1.988, -1.132], [2.899, -1.053, 1.002], [3.460, -0.610, 2.086], [-0.718, 2.812, -2.952], [3.362, -1.462, -1.375], [-0.459, -1.360, -2.868], [0.498, -1.382, 1.823], [-4.392, -4.536, -2.470], [-0.288, -1.466, -0.838], [4.042, -1.596, -2.204], [2.758, 1.738, 1.256], [-5.030, -2.178, -4.009], [-0.820, -1.562, 1.474], [-2.377, -1.253, -3.040], [-2.353, 1.385, -1.816]],
  "forces_ev_per_a": [[0.0, 0.0, 0.0], [0.4, -0.3, -0.3], [0.0, 0.0, 0.0], [-0.1, 0.0, 0.0], [0.0, 0.0, 0.0], [0.1, 0.0, -0.1], [0.7, 0.0, -0.2], [0.0, 0.1, 0.0], [0.0, 0.0, 0.0], [0.0, 0.1, 0.0], [0.0, 0.0, 0.0], [0.0, 0.0, 0.0], [-0.2, -0.1, 0.3], [0.1, 0.0, 0.0], [0.0, 0.0, 0.1], [0.0, -0.1, 0.0], [0.0, 0.0, 0.0], [-0.3, 0.0, 0.1], [0.0, 0.0, 0.0], [0.1, 0.0, -0.2], [0.0, 0.0, 0.1], [0.0, 0.0, 0.0], [-0.1, 0.1, 0.1], [0.0, -0.1, 0.0], [0.0, 0.0, 0.0], [0.4, 0.2, -0.2], [0.0, 0.0, 0.0], [0.0, 0.0, 0.1], [0.0, 0.0, 0.0], [0.0, 0.0, 0.0], [0.0, 0.0, -0.2], [0.0, 0.0, 0.0], [0.1, 0.0, 0.3], [0.1, 0.2, -0.4], [0.0, 0.0, -0.1], [0.0, 0.0, 0.0], [-1.3, 0.1, 1.4], [0.1, 0.0, 0.0], [0.0, 0.0, 0.0], [0.3, 0.0, -0.5], [0.0, 0.0, 0.0], [0.0, 0.0, 0.0], [0.0, 0.0, 0.0], [0.0, 0.0, -0.1], [-0.2, 0.1, 0.0], [0.0, 0.0, 0.0]]
}

# 5
{
  "formula": "C5H8Cl2Si",
  "method": "ωB97M-V/def2-TZVPD",
  "fmax_ev_per_a": 1.34,
  "lumo_ev": 0.6,
  "smiles": "C=C/C=C(/C)[SiH](Cl)Cl",
  "species": ["C", "C", "H", "H", "H", "H", "Cl", "H", "Cl", "C", "C", "C", "Si", "H", "H", "H"],
  "coordinates": [[-0.291, -0.583, 0.323], [-1.093, 0.417, -0.063], [1.798, -1.428, 1.678], [-1.324, 2.542, -0.237], [-0.342, -2.731, 0.466], [0.466, 2.908, -1.852], [2.566, -1.203, -1.068], [-0.966, -1.885, 1.880], [2.294, 1.295, 1.055], [-0.923, -1.867, 0.789], [-0.712, 1.717, -0.582], [0.243, 1.923, -1.480], [1.575, -0.523, 0.558], [0.814, 1.109, -1.892], [-2.168, 0.270, 0.017], [-1.937, -1.963, 0.407]],
  "forces_ev_per_a": [[0.1, 0.4, -0.1], [0.2, -0.3, 0.1], [0.3, -0.2, 0.2], [0.1, 0.2, 0.0], [-0.1, -0.1, 0.0], [0.1, 0.2, 0.0], [0.3, -0.2, -0.5], [0.0, -0.1, 0.0], [0.3, 0.5, 0.2], [0.2, -0.1, 0.2], [0.0, 0.3, -0.2], [-0.2, 0.1, 0.0], [-1.3, -0.1, 0.2], [0.1, -0.2, -0.1], [-0.1, -0.1, 0.0], [-0.1, 0.0, 0.0]]
}

# 6
{
  "formula": "C29H48I2N4O4PS",
  "method": "ωB97M-V/def2-TZVPD",
  "fmax_ev_per_a": 3.15,
  "lumo_ev": -2.6,
  "smiles": "CCCO[C@@]1(Cc2ccccc2)C[N@@+](CCN)([C@H](I)[C@@H](C)I)C[C@@H](P(O)O)[C@@H]1CCCCCCCSc1nnco1",
  "charge": 1,
  "species": ["C", "H", "H", "H", "H", "C", "H", "C", "C", "H", "H", "C", "H", "C", "C", "C", "C", "O", "H", "O", "C", "H", "H", "H", "H", "H", "H", "H", "C", "H", "H", "C", "H", "H", "H", "H", "H", "O", "H", "H", "N", "C", "C", "N", "C", "C", "H", "H", "C", "C", "I", "H", "C", "N", "H", "H", "C", "H", "H", "C", "C", "H", "C", "P", "C", "H", "H", "C", "C", "H", "H", "H", "H", "I", "C", "S", "H", "H", "O", "H", "H", "C", "H", "N", "H", "H", "C", "H", "H"],
  "coordinates": [[-2.159, 0.687, 0.290], [-2.962, -4.222, -1.266], [-2.122, 1.971, -2.052], [4.663, -1.985, -0.913], [-2.786, 3.951, -0.088], [3.599, -1.818, -0.723], [-3.055, 6.488, 1.590], [3.855, -8.011, 1.030], [1.090, 3.921, 4.184], [5.244, -5.905, -0.239], [-1.307, 1.539, 2.379], [0.540, 2.528, 2.282], [0.629, -0.776, 0.467], [1.115, -0.100, -0.253], [-0.429, 0.718, -2.141], [0.362, 2.917, 3.600], [2.489, 0.296, 0.304], [-1.033, 2.920, -0.020], [-3.342, 4.975, 2.494], [1.830, 1.827, -3.355], [-1.942, 0.891, -2.139], [-0.404, 2.424, 4.198], [-0.528, 4.925, 1.654], [-2.130, -1.580, -2.181], [-3.978, 2.136, -3.327], [2.936, -1.486, 1.355], [3.144, -1.404, -1.627], [-4.603, -0.169, -0.302], [1.509, 3.207, 1.573], [4.829, -4.053, -1.517], [-2.276, -2.929, 0.273], [3.012, -3.246, -0.491], [4.198, -11.089, 1.802], [-5.748, 2.297, -2.985], [3.303, -4.964, -1.763], [-4.610, 3.506, -2.443], [-2.322, 0.605, -3.124], [-0.472, 1.621, -4.826], [2.017, -3.347, -0.947], [1.701, 2.950, 0.539], [-2.608, 0.143, -1.043], [-4.594, 1.757, -1.219], [-2.043, 3.649, 0.667], [-3.537, -3.391, -1.274], [-0.873, 1.547, 0.299], [-2.967, -2.371, -0.374], [2.616, 5.405, 3.883], [-0.011, 0.435, 2.032], [3.905, -4.392, -1.045], [-4.110, 0.264, -1.170], [-4.953, -0.756, -2.875], [0.863, 4.178, 5.215], [3.405, -0.934, 0.533], [4.886, -7.986, 1.812], [-4.038, 2.346, -0.491], [-0.148, -0.280, -2.497], [-2.148, -1.294, -1.125], [-1.115, -1.404, -0.793], [3.000, 4.737, 1.563], [4.308, -5.413, 0.042], [4.286, -10.023, 1.686], [-2.521, 3.127, 1.506], [0.204, 1.055, -0.732], [0.188, 1.996, -3.357], [-1.530, 4.996, 1.228], [-0.711, 2.472, -5.215], [2.147, 2.144, -4.214], [2.045, 4.593, 3.448], [-2.577, 5.678, 2.144], [-3.739, -2.006, 0.308], [1.306, -0.736, -1.129], [0.849, 1.914, -0.949], [-2.992, 1.137, 0.834], [-6.614, 1.692, -0.386], [-4.739, 2.426, -2.601], [3.047, -6.709, 0.217], [-2.067, 6.065, 3.028], [-4.481, -3.616, -0.995], [3.449, -9.292, 0.939], [-1.431, 5.640, 0.344], [2.863, -3.447, 0.576], [-0.385, 1.434, 1.786], [2.988, 1.028, -0.340], [5.176, -9.244, 2.209], [-1.906, -0.187, 0.900], [4.493, -4.920, 1.001], [2.251, 4.210, 2.147], [2.321, 0.703, 1.308], [4.383, -0.586, 0.877]],
  "forces_ev_per_a": [[0.5, -0.4, 0.8], [-0.2, -0.1, 0.0], [-0.3, -0.3, 0.4], [-0.1, 0.4, 0.0], [-0.2, -0.4, 0.3], [-0.2, -1.2, 0.9], [-0.1, 0.0, 0.3], [1.4, -1.0, 1.3], [-0.1, 0.3, 0.6], [-0.2, 0.0, 0.0], [0.2, -0.1, 0.1], [-0.3, -0.2, 0.4], [-0.1, 0.2, -0.1], [0.3, -0.4, -0.6], [0.3, -0.4, -0.2], [-0.8, -0.5, 0.4], [-0.1, -0.5, 0.7], [-0.7, -0.4, -0.1], [0.1, 0.1, -0.1], [-0.7, -1.2, -0.6], [1.0, 1.0, -1.2], [0.1, 0.0, -0.1], [-0.3, -0.2, 0.2], [-0.3, 0.1, 0.1], [-0.2, -0.2, 0.1], [0.3, -0.2, -0.2], [0.3, 0.2, 0.1], [0.6, -0.3, 0.0], [0.1, -0.6, -1.1], [-0.2, 0.2, -0.1], [0.1, 0.6, 0.1], [0.3, -0.2, -0.4], [-0.3, 0.1, -0.2], [0.3, -0.2, -0.3], [0.5, 0.2, -0.3], [-0.1, -0.2, -0.1], [-0.3, -0.4, 0.4], [0.6, -1.0, 0.4], [0.1, 0.2, 0.1], [0.0, 0.1, 0.1], [0.0, -0.4, -0.1], [-0.6, -0.8, -0.3], [0.1, 1.3, 0.2], [0.1, 0.7, 0.1], [1.2, 0.1, 0.4], [0.1, -1.1, 0.3], [0.0, -0.1, 0.0], [0.1, 0.1, -0.2], [-1.0, -0.8, 0.5], [-1.0, 1.0, -0.4], [0.2, -0.1, 0.3], [0.2, 0.1, -0.1], [-0.4, 0.7, -0.7], [0.4, 2.0, -0.2], [0.0, 0.0, -0.2], [-0.1, 0.1, 0.2], [-0.2, -1.3, -0.5], [-0.1, 0.8, 0.1], [-0.1, -0.1, 0.0], [1.0, -0.1, 0.1], [0.9, 1.6, 0.4], [0.1, -0.4, -0.3], [-0.1, -0.4, -0.5], [-0.8, 2.9, 1.0], [-0.3, 0.2, -0.9], [0.0, -0.1, -0.1], [0.3, 0.0, 0.2], [0.1, 0.3, 0.6], [0.6, -0.4, -0.1], [0.1, 0.3, -0.2], [-0.1, 0.1, 0.1], [-0.1, 0.0, 0.5], [0.1, 0.3, -0.4], [0.4, 0.1, 0.2], [0.4, 0.9, 0.7], [-0.8, -0.1, -0.3], [-0.2, 0.2, -0.1], [0.1, -0.2, -0.2], [-2.2, -0.7, -1.6], [0.3, -0.1, 0.2], [0.1, 0.3, -0.1], [-0.5, 0.4, -0.3], [-0.2, 0.0, 0.1], [0.1, -1.2, 0.4], [-0.1, 0.0, -0.2], [-0.1, -0.1, -0.1], [0.6, 0.6, -0.4], [0.3, 0.5, -0.3], [-0.2, 0.0, 0.1]]
}

- Which formula does entry 6 have?
  C29H48I2N4O4PS